C19H10F5FeIN4O2S | ωB97M-V/def2-TZVPD

Its total energy is -3558.25378 Ha. As for the expectation value of S²: 8.786. As for the HOMO energy (alpha / beta): -0.405 / -0.405 hartree. The LUMO energy (alpha / beta) is -3.1 / -5.9 eV. The multiplicity is 6. As for the net charge: +1. The orbital gap (alpha / beta) comes out at 0.292 / 0.188 hartree.

Last column: Löwdin spin population.
Cartesian coordinates (Å):
1 Fe 0.04509 1.49068 -0.35442  3.710
2 F -7.09871 -0.29013 0.11270  0.040
3 C -5.90418 0.14869 0.42976  0.112
4 C -4.89456 0.15008 -0.53606  -0.005
5 F -5.14953 -0.29300 -1.75897  -0.009
6 C -3.65568 0.61623 -0.19761  0.070
7 F -2.70972 0.62450 -1.14455  0.023
8 C -3.34530 1.09886 1.08699  0.081
9 S -1.82482 1.70533 1.50204  0.588
10 C -4.39516 1.06966 2.03666  0.087
11 F -4.17360 1.49500 3.26163  0.026
12 C -5.65285 0.60847 1.71564  -0.012
13 F -6.62152 0.59510 2.61455  -0.012
14 N 1.14136 -0.50967 -3.92664  0.002
15 C -0.17405 -0.88822 -4.09797  0.001
16 C -0.84594 -0.38798 -3.03412  0.004
17 N 0.03761 0.28617 -2.20434  0.026
18 C 1.21993 0.19474 -2.79004  0.006
19 C 2.35865 0.82918 -2.16304  0.001
20 N 2.11223 1.51768 -1.08429  0.040
21 C 3.31447 2.00442 -0.63121  0.004
22 C 4.29798 1.57823 -1.47193  0.002
23 N 3.67536 0.82328 -2.44614  0.000
24 H 1.89254 -0.71416 -4.56406  0.000
25 H -0.50137 -1.46766 -4.94242  0.000
26 H -1.89165 -0.47759 -2.81246  0.000
27 H 3.38852 2.59951 0.26424  0.000
28 H 5.36170 1.73575 -1.46487  0.000
29 H 4.13811 0.37527 -3.21862  0.000
30 I 2.09538 -5.08295 2.55897  0.000
31 C 1.95632 -3.01441 2.41296  0.000
32 C 1.12417 -2.45306 1.45479  0.001
33 C 1.04034 -1.07146 1.36293  0.011
34 C 1.77602 -0.24459 2.20387  0.004
35 C 2.59925 -0.82979 3.15953  0.001
36 C 2.69192 -2.20855 3.27045  0.000
37 C 1.75371 1.25331 2.11705  0.018
38 O 2.49006 1.93372 2.78966  0.021
39 O 0.90376 1.77564 1.24930  0.150
40 H 0.54688 -3.08460 0.79357  0.000
41 H 0.37398 -0.65712 0.61312  0.006
42 H 3.16850 -0.18378 3.81440  0.000
43 H 3.33479 -2.65076 4.01896  0.000